Density functional theory data (ωB97M-V/def2-TZVPD) for a cluster of 4 separate species, CH9O3S in total in a non-equilibrium geometry.

For the HOMO energy, the calculation gives -3.431 eV. As for the total energy: -667.45770 Eh. The value obtained for the energy above the lowest of the compared OMol25 structures with the same formula, charge and spin is 7.50 kcal per mole. Its HOMO-LUMO gap is 7.42 eV.

```
! wB97M-V def2-TZVPD RIJCOSX def2/J DEFGRID3
* xyz -1 1
C -0.41028 -0.29648 2.09441
S 0.78762 0.94053 1.25041
H -0.64727 -1.04886 1.31786
H 0.18201 -0.66779 2.95550
H -1.29689 0.28298 2.41994
H 1.59268 -0.60537 -0.18346
H 2.95775 -0.98180 -0.73866
O 2.08938 -1.35634 -0.61336
H -2.29958 1.05246 -0.66793
H -0.98354 1.46143 -0.07501
O -1.52894 1.62831 -0.87651
H -0.67474 0.38619 -2.03498
H 0.49753 -0.55419 -2.18644
O -0.26574 -0.24108 -2.66178
*
```